The following is a DFT calculation (the ωB97M-V functional and the def2-TZVPD basis) of the ion C5H14BN2O2 with charge +1.

Geometry (Å):
C: 2.52 0.20 1.54
O: 1.40 0.43 0.66
B: 1.36 -0.03 -0.62
O: 2.45 -0.60 -1.22
C: -0.03 0.20 -1.38
C: -0.80 1.38 -0.83
N: -1.30 1.07 0.56
C: -2.03 -0.24 0.69
C: -1.32 -1.37 -0.03
N: -0.91 -0.98 -1.37
H: 3.36 -0.21 0.99
H: 2.81 1.15 1.98
H: 2.21 -0.49 2.32
H: 2.52 -1.53 -1.41
H: 0.15 0.45 -2.43
H: -1.67 1.65 -1.44
H: -0.15 2.25 -0.73
H: -1.95 1.81 0.84
H: -0.49 1.10 1.19
H: -2.08 -0.46 1.75
H: -3.04 -0.08 0.31
H: -0.51 -1.76 0.60
H: -2.06 -2.18 -0.12
H: -0.45 -1.76 -1.83

The largest force on an atom comes out at 0.0084 Eh/bohr. Its HOMO-LUMO gap is 9.82 eV. As for the total charge: +1. The calculation puts the total energy at -483.608982 Eh. Its SMILES is COB(O)[C@@H]1C[NH2+]CCN1.